Record 1
Density functional theory data (ωB97M-V/def2-TZVPD) for a molecular structure, C60H57F3N5OP2SbTeV in a non-equilibrium geometry.

As for the energy relative to the best compared isomer or geometry (same formula, charge and spin): 29.37 kcal per mole. The charge is +2. As for the spin multiplicity: 2. The value obtained for the frontier orbital gap (alpha / beta) is 0.225 / 0.208 hartree. The strongest force on any atom is 0.0643 Eh/bohr. The value obtained for the HOMO energy (alpha / beta) is -0.4273 / -0.4095 Eh. The calculation puts the energy at -5103.5402 a.u.

```
131
C60H57F3N5OP2SbTeV | the Open Molecules 2025 dataset | ωB97M-V/def2-TZVPD
V -1.151 0.933 0.470
C 2.978 -0.200 1.547
C 3.225 0.800 2.479
C 2.235 1.723 2.762
C 1.008 1.658 2.098
C 0.723 0.651 1.143
C 1.742 -0.278 0.912
C -0.046 2.663 2.270
C -0.155 3.526 3.373
C -1.203 4.400 3.456
C -2.157 4.458 2.416
C -3.275 5.316 2.448
C -4.177 5.321 1.419
C -3.958 4.514 0.289
C -2.874 3.677 0.227
C -1.973 3.599 1.304
N -0.948 2.684 1.274
H 3.753 -0.920 1.306
H 4.193 0.876 2.957
H 2.432 2.516 3.474
H 1.593 -1.095 0.219
H 0.581 3.471 4.162
H -1.310 5.053 4.313
H -3.409 5.973 3.298
H -5.049 5.958 1.464
H -4.642 4.562 -0.548
H -2.680 3.101 -0.668
O 0.299 1.518 -1.837
N -0.965 1.196 -1.338
C -1.811 1.011 -2.293
C -3.252 0.953 -2.108
C -3.993 1.440 -3.194
C -5.346 1.696 -3.088
C -6.001 1.455 -1.889
C -5.302 0.891 -0.832
C -3.939 0.619 -0.916
P -3.154 -0.400 0.404
C -4.147 -0.015 1.912
C -3.620 0.868 2.855
C -4.297 1.149 4.033
C -5.512 0.533 4.293
C -6.049 -0.348 3.366
C -5.373 -0.626 2.188
C -3.854 -2.039 -0.010
C -4.694 -2.282 -1.092
C -5.214 -3.555 -1.295
C -4.886 -4.594 -0.440
C -4.044 -4.358 0.640
C -3.531 -3.090 0.850
H 0.718 2.065 -1.159
H -1.436 1.096 -3.314
H -3.478 1.666 -4.120
H -5.887 2.103 -3.931
H -7.053 1.683 -1.783
H -5.836 0.652 0.076
H -2.666 1.347 2.670
H -3.870 1.837 4.751
H -6.037 0.738 5.217
H -6.999 -0.828 3.565
H -5.799 -1.323 1.478
H -4.949 -1.493 -1.784
H -5.883 -3.733 -2.127
H -5.285 -5.584 -0.611
H -3.800 -5.164 1.320
H -2.881 -2.893 1.694
C 0.736 -3.841 5.456
N 1.538 -2.722 4.790
C 1.035 -1.388 5.343
N -0.367 -1.263 5.166
C -1.081 -2.368 5.797
N -0.651 -3.646 5.249
C -1.071 -3.839 3.864
P -0.368 -2.557 2.675
C 1.395 -2.774 3.305
C -0.758 -1.086 3.771
H 0.965 -3.814 6.522
H 1.066 -4.789 5.032
H 2.524 -2.830 5.034
H 1.562 -0.591 4.816
H 1.286 -1.365 6.405
H -2.150 -2.241 5.630
H -0.892 -2.357 6.872
H -2.162 -3.806 3.824
H -0.757 -4.831 3.530
H 2.012 -1.995 2.862
H 1.763 -3.741 2.955
H -1.833 -0.899 3.732
H -0.247 -0.213 3.363
F 7.824 1.090 -5.973
C 6.739 0.757 -5.261
C 6.369 1.556 -4.196
C 5.245 1.203 -3.463
C 4.510 0.070 -3.795
C 4.905 -0.713 -4.876
C 6.026 -0.374 -5.616
Sb 2.761 -0.446 -2.658
C 1.488 -0.465 -4.402
C 1.435 0.738 -5.104
C 0.524 0.929 -6.132
C -0.327 -0.110 -6.462
F -1.238 0.076 -7.431
C -0.278 -1.327 -5.814
C 0.627 -1.491 -4.772
C 3.429 -2.480 -2.289
C 4.572 -2.569 -1.496
C 5.050 -3.793 -1.052
C 4.360 -4.937 -1.409
F 4.788 -6.126 -0.954
C 3.231 -4.890 -2.201
C 2.767 -3.654 -2.633
H 6.953 2.434 -3.956
H 4.940 1.819 -2.624
H 4.335 -1.595 -5.143
H 6.351 -0.969 -6.460
H 2.121 1.538 -4.849
H 0.467 1.864 -6.672
H -0.939 -2.127 -6.124
H 0.659 -2.441 -4.261
H 5.108 -1.663 -1.230
H 5.944 -3.871 -0.447
H 2.732 -5.811 -2.476
H 1.884 -3.626 -3.255
C -1.807 -2.832 -2.717
Te -0.394 -2.106 -1.280
C -0.027 -4.054 -0.452
H -2.672 -3.263 -2.226
H -1.325 -3.578 -3.345
H -2.111 -1.986 -3.331
H 0.087 -4.775 -1.257
H -0.852 -4.349 0.194
H 0.899 -4.009 0.119
```



Record 2
Density functional theory data (ωB97M-V/def2-TZVPD) for a molecular structure, C60H60N11O2P4SSe2W.

As for the energy relative to the best compared isomer or geometry (same formula, charge and spin): 9.84 kcal per mole. The charge is +2. As for the spin multiplicity: 4. The value obtained for the frontier orbital gap (alpha / beta) is 0.177 / 0.208 hartree. The strongest force on any atom is 0.0081 Eh/bohr. The value obtained for the HOMO energy (alpha / beta) is -0.3290 / -0.3911 Eh. The calculation puts the energy at -9708.3936 a.u.

```
141
C60H60N11O2P4SSe2W | the Open Molecules 2025 dataset | ωB97M-V/def2-TZVPD
W 0.622 -0.063 -0.833
O -1.181 -0.502 -1.824
N -1.507 -1.711 -2.293
C -2.686 -1.800 -2.949
C -3.123 -3.009 -3.408
C -2.328 -4.140 -3.185
C -1.115 -4.010 -2.562
C -0.671 -2.750 -2.132
S 0.897 -2.437 -1.512
H -3.195 -0.856 -3.072
H -4.058 -3.066 -3.946
H -2.662 -5.114 -3.518
H -0.466 -4.858 -2.395
Se -0.027 -5.680 2.854
P -1.005 -4.016 3.665
C -0.449 -3.601 5.350
C 0.905 -3.737 5.636
C 1.401 -3.503 6.906
C 0.534 -3.139 7.927
C -0.824 -3.034 7.667
C -1.317 -3.270 6.391
C -2.809 -4.170 3.826
C -3.371 -5.425 3.642
C -4.725 -5.630 3.887
C -5.515 -4.587 4.336
C -4.955 -3.326 4.528
C -3.614 -3.114 4.260
C -0.807 -2.598 2.513
C 0.258 -1.920 1.901
N -0.308 -1.139 0.935
N -1.610 -1.328 0.948
N -1.931 -2.189 1.882
P 2.058 -1.930 2.054
Se 2.786 -0.479 0.579
C 2.956 -3.465 1.766
C 3.328 -4.283 2.833
C 4.040 -5.449 2.611
C 4.390 -5.811 1.320
C 4.049 -4.991 0.253
C 3.345 -3.821 0.475
C 2.465 -1.363 3.708
C 1.500 -0.784 4.528
C 1.865 -0.222 5.741
C 3.193 -0.239 6.139
C 4.160 -0.822 5.328
C 3.802 -1.378 4.112
H 1.565 -4.075 4.857
H 2.459 -3.621 7.101
H 0.911 -2.966 8.926
H -1.511 -2.791 8.467
H -2.383 -3.217 6.233
H -2.742 -6.243 3.314
H -5.151 -6.615 3.747
H -6.563 -4.753 4.553
H -5.563 -2.516 4.913
H -3.184 -2.133 4.426
H 3.098 -4.003 3.846
H 4.318 -6.073 3.449
H 4.946 -6.723 1.145
H 4.345 -5.254 -0.754
H 3.110 -3.181 -0.359
H 0.459 -0.795 4.233
H 1.110 0.220 6.379
H 3.479 0.201 7.085
H 5.195 -0.841 5.643
H 4.564 -1.815 3.477
C 5.737 8.496 -10.476
O 4.504 8.604 -9.780
C 4.188 7.627 -8.905
C 5.001 6.534 -8.622
C 4.570 5.591 -7.700
C 3.346 5.716 -7.055
C 2.541 6.820 -7.352
C 2.955 7.764 -8.263
C 2.872 4.737 -6.075
N 1.730 4.796 -5.428
C 1.715 3.694 -4.619
C 2.857 2.948 -4.776
N 3.595 3.628 -5.715
C 3.121 1.725 -4.077
C 4.206 0.895 -4.232
C 4.271 -0.289 -3.483
C 3.265 -0.584 -2.597
N 2.196 0.208 -2.388
C 2.104 1.360 -3.140
C 0.953 2.115 -2.959
N 0.058 1.640 -2.018
C -1.157 2.240 -1.951
C -1.494 3.339 -2.690
C -0.545 3.911 -3.572
C 0.670 3.287 -3.715
H 5.785 9.356 -11.136
H 5.773 7.581 -11.071
H 6.581 8.523 -9.784
H 5.959 6.407 -9.103
H 5.225 4.750 -7.504
H 1.586 6.922 -6.856
H 2.342 8.623 -8.501
H 4.494 3.373 -6.078
H 4.996 1.139 -4.931
H 5.097 -0.976 -3.590
H 3.312 -1.494 -2.021
H -1.854 1.793 -1.257
H -2.479 3.768 -2.575
H -0.767 4.795 -4.154
C -6.782 0.182 0.205
N -5.811 -0.964 0.515
C -5.737 -1.138 2.039
N -5.390 0.082 2.676
C -6.339 1.134 2.322
N -6.391 1.366 0.879
C -5.124 1.911 0.366
P -3.642 0.814 0.628
C -4.446 -0.710 -0.056
C -3.997 0.469 2.418
H -7.763 -0.157 0.538
H -6.778 0.314 -0.877
H -6.179 -1.829 0.118
H -4.999 -1.916 2.223
H -6.729 -1.473 2.345
H -6.051 2.059 2.819
H -7.332 0.845 2.669
H -4.943 2.876 0.846
H -5.234 2.116 -0.702
H -3.825 -1.580 0.154
H -4.556 -0.610 -1.137
H -3.766 1.368 2.994
H -3.337 -0.326 2.766
C -0.551 3.381 0.775
P 0.678 2.036 0.739
C 2.163 2.982 0.266
C 0.910 1.743 2.517
H -0.179 4.128 1.478
H -1.521 3.023 1.120
H -0.672 3.838 -0.202
H 2.352 3.759 1.010
H 1.996 3.454 -0.703
H 3.041 2.344 0.196
H 0.993 2.703 3.029
H 1.816 1.171 2.691
H 0.062 1.194 2.928
```